Entry 1:
The following is a quantum chemistry calculation of C52H50BN8PSSc as an isolated structure, from the Open Molecules 2025 dataset.

Each line ends with the Löwdin charge.
CARTESIAN COORDINATES (ANGSTROEM)
1 Sc 0.049 -0.310 0.072  0.952
2 C 1.794 -2.829 -4.461  -0.002
3 C 1.228 -1.664 -3.731  -0.244
4 C 0.700 -0.498 -4.258  0.053
5 C 0.326 0.276 -3.157  -0.226
6 N 0.612 -0.389 -2.030  -0.003
7 N 1.178 -1.571 -2.389  0.044
8 B 1.691 -2.583 -1.337  -0.509
9 N 0.550 -3.202 -0.501  0.037
10 N -0.088 -2.471 0.445  -0.036
11 C -0.970 -3.279 1.045  -0.276
12 C -0.911 -4.547 0.464  0.055
13 C 0.066 -4.457 -0.512  -0.247
14 C 0.553 -5.517 -1.433  0.000
15 C -1.794 -2.788 2.153  -0.186
16 C -3.156 -3.080 2.213  -0.033
17 C -3.916 -2.615 3.273  -0.071
18 C -3.326 -1.863 4.278  -0.078
19 C -1.972 -1.576 4.224  -0.073
20 C -1.204 -2.036 3.166  -0.036
21 N 2.673 -1.883 -0.376  0.034
22 N 2.324 -0.845 0.449  0.048
23 C 3.428 -0.537 1.158  -0.182
24 C 4.474 -1.381 0.772  0.033
25 C 3.960 -2.219 -0.192  -0.249
26 C 4.651 -3.305 -0.935  -0.007
27 C 2.877 1.761 2.391  -0.236
28 C 1.597 1.852 3.292  -0.276
29 C 1.315 3.153 3.905  -0.014
30 C 2.064 4.243 3.686  -0.064
31 C 3.274 4.155 2.922  -0.074
32 C 3.667 3.001 2.365  -0.027
33 C -0.252 1.623 -3.138  -0.166
34 C 0.215 2.606 -4.011  -0.016
35 C -0.316 3.884 -3.966  -0.065
36 C -1.317 4.195 -3.056  -0.078
37 C -1.790 3.221 -2.192  -0.083
38 C -1.261 1.942 -2.236  -0.084
39 H 1.699 -2.666 -5.532  0.088
40 H 2.849 -2.967 -4.226  0.087
41 H 1.272 -3.751 -4.207  0.078
42 H 0.597 -0.247 -5.297  0.121
43 H 2.245 -3.454 -1.908  0.112
44 H -1.473 -5.420 0.741  0.124
45 H 0.036 -6.450 -1.226  0.089
46 H 0.365 -5.246 -2.472  0.082
47 H 1.624 -5.681 -1.317  0.085
48 H -3.611 -3.653 1.417  0.119
49 H -4.973 -2.840 3.317  0.109
50 H -3.923 -1.508 5.107  0.109
51 H -1.511 -0.998 5.015  0.103
52 H -0.139 -1.836 3.131  0.098
53 H 5.479 -1.375 1.152  0.124
54 H 5.680 -3.378 -0.592  0.088
55 H 4.166 -4.268 -0.776  0.086
56 H 4.658 -3.104 -2.006  0.086
57 H 1.328 0.662 1.596  0.035
58 H 0.474 3.188 4.587  0.121
59 H 1.811 5.183 4.155  0.109
60 H 3.902 5.031 2.841  0.112
61 H 4.630 2.945 1.869  0.118
62 H 1.010 2.371 -4.706  0.118
63 H 0.060 4.644 -4.637  0.108
64 H -1.723 5.197 -3.020  0.108
65 H -2.571 3.456 -1.478  0.109
66 H -1.640 1.169 -1.579  0.042
67 C 3.138 -0.579 4.494  -0.068
68 C 4.000 -0.226 3.543  -0.025
69 C 3.715 0.495 2.247  -0.162
70 C 1.510 1.724 1.786  -0.309
71 C 1.044 0.698 4.033  -0.026
72 C 1.708 -0.340 4.539  -0.071
73 P 0.515 2.499 0.484  1.113
74 C 0.902 4.240 0.198  -0.346
75 C -0.077 5.229 0.175  -0.099
76 C 0.248 6.525 -0.196  -0.075
77 C 1.546 6.843 -0.560  -0.074
78 C 2.520 5.852 -0.571  -0.072
79 C 2.197 4.558 -0.209  -0.105
80 C -1.081 2.250 1.319  -0.394
81 C -1.756 3.110 2.181  -0.087
82 C -2.955 2.694 2.735  -0.071
83 C -3.453 1.434 2.444  -0.076
84 C -2.732 0.559 1.638  -0.167
85 C -1.513 0.935 1.058  -0.259
86 H 3.530 -1.142 5.333  0.109
87 H 5.036 -0.515 3.680  0.113
88 H 4.691 0.873 1.925  0.135
89 H -0.032 0.750 4.182  0.115
90 H 1.137 -1.081 5.088  0.104
91 H -1.100 4.993 0.440  0.091
92 H -0.518 7.288 -0.201  0.108
93 H 1.798 7.855 -0.846  0.107
94 H 3.531 6.088 -0.874  0.108
95 H 2.954 3.790 -0.244  0.103
96 H -1.359 4.089 2.417  0.102
97 H -3.504 3.353 3.396  0.107
98 H -4.397 1.119 2.872  0.108
99 H -3.125 -0.439 1.473  0.075
100 C -3.925 -1.785 -4.036  -0.043
101 N -4.249 -0.835 -3.006  -0.153
102 C -5.239 0.212 -3.214  -0.098
103 C -5.261 0.945 -1.862  -0.111
104 N -4.071 0.420 -1.215  0.041
105 C -3.570 -0.643 -1.870  -0.754
106 S -2.304 -1.591 -1.313  0.793
107 H -4.807 -2.376 -4.287  0.096
108 H -3.141 -2.441 -3.667  0.050
109 H -3.573 -1.273 -4.935  0.098
110 H -6.206 -0.222 -3.474  0.127
111 H -4.925 0.869 -4.032  0.129
112 H -6.159 0.701 -1.287  0.123
113 H -5.199 2.028 -1.976  0.116
114 H -3.815 0.598 -0.255  0.092

Values from the calculation:
Orbital gap   8.37 eV
Net charge   +1
LUMO   -1.7887 eV
Molecular weight   905.84 g/mol

***

Entry 2:
The following is a quantum chemistry calculation of C52H51BF15GeN7PtS as an isolated structure in a non-equilibrium geometry, from the Open Molecules 2025 dataset.

Each line ends with the Löwdin charge.
CARTESIAN COORDINATES (ANGSTROEM)
1 Pt -0.207 0.664 0.142  0.865
2 C -2.307 -4.556 0.263  -0.052
3 C -2.898 -3.267 -0.306  -0.352
4 C -3.449 -2.347 0.778  -0.057
5 C -1.983 -2.595 -1.298  -0.265
6 C -1.599 -3.134 -2.546  0.018
7 C -1.010 -2.099 -3.230  -0.219
8 C -0.360 -2.268 -4.576  -0.353
9 C 0.805 -1.319 -4.827  -0.054
10 C -1.368 -2.229 -5.729  -0.056
11 N -1.062 -0.984 -2.435  0.045
12 N -1.611 -1.338 -1.242  0.065
13 B -1.339 0.553 -2.738  -0.436
14 N -2.480 0.989 -1.708  0.062
15 N -2.169 1.204 -0.379  -0.043
16 C -3.293 1.446 0.284  -0.251
17 C -4.363 1.349 -0.602  0.018
18 C -3.825 1.046 -1.840  -0.184
19 C -4.703 0.865 -3.057  -0.342
20 C -5.006 2.209 -3.723  -0.047
21 C -4.291 -0.201 -4.069  -0.057
22 C -3.412 1.843 1.737  -0.341
23 C -2.270 1.430 2.665  -0.092
24 C -4.741 1.336 2.309  -0.070
25 N -0.209 1.653 -2.554  0.076
26 N 0.085 2.015 -1.265  -0.145
27 C 0.617 3.237 -1.252  -0.239
28 C 0.683 3.677 -2.572  0.030
29 C 0.133 2.697 -3.362  -0.173
30 C -0.076 2.958 -4.839  -0.350
31 C -1.522 3.296 -5.179  -0.059
32 C 0.463 1.935 -5.829  -0.062
33 C 0.971 4.143 -0.102  -0.357
34 C 2.486 4.276 0.002  -0.050
35 C 0.351 3.836 1.248  -0.071
36 H -3.059 -5.110 0.830  0.081
37 H -1.471 -4.346 0.935  0.059
38 H -1.936 -5.205 -0.531  0.075
39 H -3.762 -3.561 -0.915  0.138
40 H -2.723 -2.147 1.562  0.036
41 H -4.319 -2.812 1.247  0.084
42 H -3.751 -1.387 0.357  0.065
43 H -1.705 -4.148 -2.902  0.113
44 H 0.049 -3.282 -4.543  0.133
45 H 0.431 -0.388 -5.230  0.020
46 H 1.496 -1.739 -5.559  0.086
47 H 1.362 -1.098 -3.914  0.091
48 H -1.769 -1.222 -5.854  0.065
49 H -2.203 -2.907 -5.550  0.078
50 H -0.883 -2.516 -6.665  0.079
51 H -1.674 0.658 -3.875  0.102
52 H -5.411 1.468 -0.386  0.113
53 H -5.644 0.520 -2.617  0.132
54 H -4.093 2.704 -4.035  0.056
55 H -5.526 2.877 -3.035  0.081
56 H -5.634 2.065 -4.605  0.083
57 H -3.562 0.177 -4.781  0.054
58 H -5.169 -0.516 -4.636  0.084
59 H -3.863 -1.082 -3.585  0.081
60 H -3.464 2.937 1.740  0.139
61 H -2.450 0.434 3.079  0.075
62 H -2.196 2.131 3.498  0.090
63 H -1.302 1.420 2.171  -0.009
64 H -4.820 0.254 2.185  0.080
65 H -5.603 1.798 1.829  0.071
66 H -4.795 1.561 3.375  0.082
67 H 1.046 4.634 -2.911  0.125
68 H 0.509 3.870 -4.983  0.128
69 H -2.144 2.409 -5.089  0.049
70 H -1.592 3.647 -6.211  0.086
71 H -1.921 4.071 -4.523  0.088
72 H -0.249 1.123 -5.954  0.056
73 H 1.425 1.521 -5.527  0.087
74 H 0.582 2.409 -6.805  0.086
75 H 0.568 5.109 -0.422  0.139
76 H 2.902 3.312 0.270  0.046
77 H 2.756 5.006 0.769  0.085
78 H 2.932 4.584 -0.945  0.086
79 H 0.663 2.868 1.612  0.027
80 H -0.740 3.849 1.204  0.078
81 H 0.676 4.592 1.967  0.086
82 N -0.425 -0.795 1.494  0.037
83 C -0.337 -1.773 2.077  -0.096
84 C -0.226 -2.989 2.819  -0.228
85 C 0.895 -3.794 2.615  -0.021
86 C 1.014 -4.969 3.337  -0.050
87 C 0.024 -5.332 4.241  -0.052
88 C -1.096 -4.531 4.426  -0.052
89 C -1.230 -3.351 3.714  -0.025
90 H 1.654 -3.493 1.896  0.128
91 H 1.881 -5.600 3.194  0.118
92 H 0.123 -6.251 4.804  0.112
93 H -1.865 -4.825 5.128  0.113
94 H -2.097 -2.716 3.841  0.126
95 F 5.125 1.735 0.592  0.085
96 C 4.882 2.319 1.775  -0.259
97 C 3.969 1.745 2.646  -0.134
98 C 3.790 2.398 3.851  -0.203
99 F 2.958 1.912 4.786  0.101
100 C 4.458 3.568 4.174  -0.136
101 F 4.251 4.167 5.347  0.127
102 C 5.353 4.112 3.271  -0.129
103 F 6.000 5.235 3.566  0.138
104 C 5.573 3.481 2.059  -0.143
105 F 6.434 3.999 1.184  0.131
106 Ge 3.111 0.065 2.048  0.735
107 S 2.049 0.330 0.161  0.301
108 C 2.166 -0.707 3.605  -0.127
109 C 2.586 -1.833 4.293  -0.223
110 F 3.632 -2.555 3.864  0.103
111 C 1.956 -2.291 5.439  -0.146
112 F 2.388 -3.388 6.061  0.129
113 C 0.850 -1.618 5.919  -0.133
114 F 0.214 -2.062 6.998  0.141
115 C 0.394 -0.489 5.260  -0.139
116 F -0.674 0.165 5.718  0.130
117 C 1.062 -0.058 4.131  -0.275
118 F 0.614 1.050 3.548  0.083
119 C 4.645 -1.137 1.710  -0.139
120 C 5.834 -1.011 2.411  -0.221
121 F 5.954 -0.099 3.392  0.099
122 C 6.935 -1.816 2.189  -0.137
123 F 8.055 -1.648 2.893  0.128
124 C 6.860 -2.817 1.237  -0.129
125 F 7.904 -3.609 1.015  0.139
126 C 5.682 -3.001 0.537  -0.138
127 F 5.591 -3.983 -0.360  0.127
128 C 4.602 -2.169 0.784  -0.228
129 F 3.480 -2.441 0.103  0.057

Values from the calculation:
Orbital gap   7.72 eV
Net charge   0
LUMO   -0.3163 eV
Molecular weight   1369.57 g/mol

***

Entry 3:
The following is a quantum chemistry calculation of C52H51FeN7OS3 as an isolated structure, from the Open Molecules 2025 dataset.

Each line ends with the Löwdin charge.
CARTESIAN COORDINATES (ANGSTROEM)
1 Fe -0.530 -0.361 -0.636  0.689
2 N 1.427 -0.535 -0.790  -0.347
3 S 2.763 -0.426 -0.233  0.775
4 N 3.089 0.380 1.151  -0.347
5 S 2.245 1.398 1.938  0.899
6 N 1.254 0.928 3.032  -0.360
7 S 0.087 -0.125 2.581  0.768
8 N -0.558 0.129 1.300  -0.330
9 C 0.919 -1.684 2.807  -0.317
10 C 1.906 -1.844 3.778  -0.082
11 C 2.466 -3.097 3.962  -0.048
12 C 2.048 -4.170 3.183  -0.047
13 C 1.091 -3.991 2.196  -0.049
14 C 0.525 -2.740 1.999  -0.066
15 C -1.028 0.020 3.959  -0.296
16 C -0.799 -0.563 5.199  -0.044
17 C -1.762 -0.426 6.187  -0.048
18 C -2.934 0.273 5.930  -0.049
19 C -3.155 0.839 4.683  -0.054
20 C -2.202 0.712 3.685  -0.071
21 C 1.455 2.588 0.869  -0.302
22 C 0.254 3.161 1.267  -0.061
23 C -0.292 4.173 0.489  -0.047
24 C 0.372 4.612 -0.650  -0.050
25 C 1.578 4.032 -1.030  -0.048
26 C 2.131 3.015 -0.267  -0.058
27 C 3.413 2.348 2.847  -0.298
28 C 3.054 2.867 4.084  -0.044
29 C 3.973 3.665 4.748  -0.042
30 C 5.210 3.931 4.177  -0.039
31 C 5.545 3.404 2.936  -0.042
32 C 4.644 2.602 2.256  -0.052
33 C 3.921 0.332 -1.360  -0.326
34 C 3.449 0.631 -2.627  -0.072
35 C 4.301 1.251 -3.532  -0.052
36 C 5.602 1.558 -3.161  -0.048
37 C 6.070 1.229 -1.893  -0.046
38 C 5.231 0.609 -0.982  -0.073
39 C 3.547 -1.974 0.132  -0.313
40 C 4.559 -2.098 1.078  -0.071
41 C 5.191 -3.324 1.213  -0.054
42 C 4.812 -4.397 0.416  -0.052
43 C 3.790 -4.259 -0.514  -0.054
44 C 3.149 -3.039 -0.664  -0.064
45 H 2.239 -0.998 4.363  0.113
46 H 3.229 -3.238 4.716  0.119
47 H 2.480 -5.149 3.341  0.119
48 H 0.785 -4.824 1.577  0.119
49 H -0.198 -2.577 1.211  0.078
50 H 0.101 -1.124 5.400  0.104
51 H -1.598 -0.873 7.158  0.118
52 H -3.682 0.369 6.706  0.118
53 H -4.074 1.374 4.483  0.115
54 H -2.356 1.125 2.697  0.091
55 H -0.247 2.817 2.160  0.105
56 H -1.234 4.620 0.776  0.122
57 H -0.048 5.414 -1.242  0.120
58 H 2.094 4.380 -1.915  0.120
59 H 3.070 2.565 -0.557  0.100
60 H 2.090 2.639 4.514  0.111
61 H 3.719 4.080 5.714  0.120
62 H 5.923 4.548 4.707  0.120
63 H 6.510 3.618 2.496  0.119
64 H 4.892 2.170 1.297  0.091
65 H 2.428 0.378 -2.881  0.099
66 H 3.952 1.488 -4.528  0.115
67 H 6.260 2.051 -3.864  0.118
68 H 7.093 1.449 -1.618  0.118
69 H 5.589 0.343 0.004  0.104
70 H 4.832 -1.259 1.702  0.105
71 H 5.985 -3.441 1.938  0.117
72 H 5.318 -5.348 0.521  0.117
73 H 3.496 -5.101 -1.126  0.116
74 H 2.353 -2.901 -1.384  0.109
75 C -5.432 -0.412 -6.052  -0.061
76 C -5.956 -1.636 -5.314  -0.179
77 N -5.101 -2.035 -4.188  -0.049
78 C -4.214 -3.180 -4.367  -0.197
79 C -3.022 -2.890 -5.269  -0.066
80 C -5.249 -1.347 -3.040  -0.431
81 O -6.047 -0.437 -2.889  0.085
82 C -4.386 -1.695 -1.850  -0.105
83 C -4.993 -2.065 -0.658  0.041
84 C -4.218 -2.206 0.480  -0.007
85 C -2.865 -1.937 0.404  -0.121
86 N -2.269 -1.566 -0.739  -0.021
87 C -3.028 -1.453 -1.841  -0.074
88 H -6.159 -0.086 -6.795  0.084
89 H -4.491 -0.617 -6.564  0.064
90 H -5.282 0.408 -5.349  0.068
91 H -6.036 -2.497 -5.977  0.124
92 H -6.943 -1.415 -4.912  0.123
93 H -4.803 -3.992 -4.798  0.127
94 H -3.878 -3.519 -3.389  0.112
95 H -3.342 -2.662 -6.285  0.073
96 H -2.368 -3.762 -5.313  0.081
97 H -2.442 -2.041 -4.900  0.063
98 H -6.064 -2.226 -0.630  0.141
99 H -4.657 -2.493 1.425  0.121
100 H -2.237 -1.997 1.281  0.089
101 H -2.521 -1.136 -2.745  0.122
102 N -0.989 1.372 -1.824  0.056
103 C -2.366 1.842 -1.732  -0.305
104 C -3.106 1.585 -0.586  -0.061
105 C -4.417 2.027 -0.501  -0.058
106 C -4.990 2.725 -1.555  -0.063
107 C -4.247 2.978 -2.696  -0.059
108 C -2.932 2.540 -2.787  -0.030
109 H -0.673 1.420 -2.787  0.108
110 H -0.382 2.000 -1.295  0.070
111 H -2.654 1.040 0.236  0.069
112 H -4.997 1.823 0.390  0.112
113 H -6.015 3.063 -1.489  0.116
114 H -4.688 3.517 -3.524  0.115
115 H -2.354 2.736 -3.683  0.115

Values from the calculation:
Orbital gap (spin up / spin down)   8.55 / 8.41 eV
Net charge   +2
Multiplicity   5
LUMO (spin up / spin down)   -4.5941 / -4.5986 eV
Molecular weight   942.07 g/mol